(1)
Here is a cluster of 2 separate species, C5H13NO in total at a distorted geometry from the OMol25 dataset. Energies are from ωB97M-V/def2-TZVPD.

Last column: Löwdin charge in e.
Atoms and positions in Å:
C: -0.3164 -1.3420 0.6465  -0.092
N: 0.2990 -0.0481 1.0320  -0.215
C: 1.7419 -0.0407 0.7622  -0.201
C: 1.9322 0.2241 -0.7557  -0.165
C: 0.6174 0.9407 -1.1328  -0.166
C: -0.2107 1.0517 0.1940  -0.188
H: 0.1628 -2.0121 1.3504  0.082
H: -1.4001 -1.2522 0.7582  0.058
H: -0.3122 -1.6336 -0.4162  0.084
H: 2.1055 -1.0133 1.0964  0.108
H: 2.1629 0.7742 1.3452  0.110
H: 2.8387 0.8181 -0.8376  0.097
H: 1.9816 -0.7227 -1.2861  0.094
H: 0.8100 1.9084 -1.5957  0.099
H: 0.0173 0.3218 -1.7938  0.090
H: -1.2479 0.9704 -0.1321  0.088
H: -0.1486 1.9807 0.7635  0.110
H: -3.9934 -0.1956 0.6593  0.020
H: -3.3127 -0.7858 -0.4491  0.032
O: -3.7272 0.0557 -0.2085  -0.046

Properties
- HOMO energy (eV) = -8.573
- SMILES = CN1CCCC1.O
- LUMO (eV) = 0.773
- orbital gap (Ha) = 0.3435
- relative energy (zero: lowest compared OMol25 entry of this formula, charge and spin) (kJ/mol) = 144.6

---

(2)
Here is a structure of composition C24H28N6O4ReS from the OMol25 dataset. Energies are from ωB97M-V/def2-TZVPD.

Last column: Löwdin charge in e.
Atoms and positions in Å:
Re: 0.2434 -0.4132 -0.3878  1.501
N: 1.1049 -2.1958 -1.2508  -0.101
C: -0.0631 -3.0619 -1.6247  -0.116
C: -1.0153 -3.0660 -0.4256  -0.500
O: -1.6475 -4.0321 -0.0907  0.139
N: -0.9632 -1.8730 0.2647  -0.135
C: -1.1118 -1.9638 1.7051  -0.078
C: 0.0218 -1.1595 2.3497  -0.538
O: 0.1312 -0.9484 3.5158  0.157
O: 0.9008 -0.6683 1.4405  -0.207
H: 1.6564 -2.6929 -0.5489  0.132
H: 1.7030 -2.0488 -2.0633  0.106
H: -0.5429 -2.6361 -2.5068  0.087
H: 0.2534 -4.0775 -1.8556  0.143
H: -2.0693 -1.5843 2.0648  0.111
H: -1.0428 -3.0076 2.0282  0.151
C: -1.7176 2.9337 -2.4844  0.017
N: -0.4482 2.7503 -3.1715  -0.100
C: 0.2420 3.7451 -3.8313  -0.010
C: 1.3231 3.1739 -4.4096  -0.018
N: 1.2761 1.8403 -4.0833  0.102
C: 0.1949 1.5854 -3.3274  -0.698
S: -0.2794 0.0034 -2.8055  0.706
H: -1.7898 3.9706 -2.1682  0.114
H: -1.7515 2.2750 -1.6199  0.050
H: -2.5383 2.6952 -3.1596  0.119
H: -0.0928 4.7661 -3.8282  0.145
H: 2.1036 3.5963 -5.0146  0.141
H: 1.9187 1.1274 -4.3935  0.170
N: 2.2579 5.5848 -1.5239  0.213
C: 2.5157 4.5148 -1.2053  -0.161
C: 2.8180 3.1510 -0.8875  -0.170
C: 4.1192 2.6876 -0.7129  0.050
C: 4.3030 1.3423 -0.4403  0.010
C: 3.2005 0.5101 -0.3754  -0.081
N: 1.9498 0.9544 -0.5618  -0.086
C: 1.7620 2.2561 -0.7814  -0.078
H: 4.9579 3.3667 -0.7813  0.145
H: 5.2903 0.9375 -0.2725  0.132
H: 3.3105 -0.5396 -0.1391  0.120
H: 0.7390 2.5943 -0.8610  0.111
C: -5.9273 -1.7377 3.2178  -0.011
C: -4.8725 -0.8364 2.6736  -0.200
C: -4.5802 -0.8223 1.3039  0.020
C: -3.5831 -0.0339 0.7835  -0.192
C: -3.4384 0.0622 -0.7048  -0.029
C: -2.8167 0.7788 1.6791  -0.120
C: -1.6152 1.4351 1.3445  -0.093
O: -0.7920 1.1664 0.4203  -0.206
C: -3.1740 0.8535 3.0688  -0.165
C: -2.4581 1.7202 4.0647  -0.017
C: -4.1784 0.0229 3.5263  0.026
H: -6.4770 -2.2444 2.4289  0.089
H: -6.6275 -1.1774 3.8381  0.103
H: -5.4682 -2.4933 3.8590  0.107
H: -5.1753 -1.4309 0.6375  0.132
H: -4.1315 -0.6180 -1.1934  0.098
H: -2.4366 -0.1670 -1.0563  -0.005
H: -3.6841 1.0741 -1.0320  0.094
H: -1.3076 2.2732 1.9765  0.149
H: -1.4326 1.3880 4.2276  0.094
H: -2.9711 1.6711 5.0211  0.094
H: -2.4400 2.7658 3.7563  0.097
H: -4.4345 0.0376 4.5773  0.136

Properties
- HOMO energy (spin up / spin down) (eV) = -14.323 / -14.666
- LUMO (spin up / spin down) (eV) = -6.540 / -7.293
- ⟨S²⟩ = 3.77
- orbital gap (spin up / spin down) (Ha) = 0.2860 / 0.2709
- net charge = +2
- relative energy (zero: lowest compared OMol25 entry of this formula, charge and spin) (kJ/mol) = 77.2
- spin multiplicity = 4

---

(3)
Here is a cluster of 9 separate species, C32H78O15S2 in total at a distorted geometry from the OMol25 dataset. Energies are from ωB97M-V/def2-TZVPD.

Last column: Löwdin charge in e.
Atoms and positions in Å:
C: 3.9164 -3.8347 2.8907  -0.091
C: 3.3995 -2.5414 2.3671  -0.288
O: 4.5367 -1.8884 1.7545  -0.165
C: 4.3317 -0.5144 1.4173  -0.280
C: 5.5871 -0.1183 0.7404  -0.079
H: 4.8675 -3.6567 3.5123  0.104
H: 3.2700 -4.1825 3.7155  0.081
H: 4.1709 -4.5927 2.1363  0.074
H: 2.5526 -2.8229 1.7587  0.106
H: 2.9888 -1.9574 3.1758  0.109
H: 3.5529 -0.4177 0.7051  0.068
H: 4.0663 0.0989 2.2757  0.130
H: 5.6141 0.8349 0.2340  0.066
H: 5.9059 -0.8900 -0.0112  0.089
H: 6.4587 -0.1293 1.4106  0.081
C: -0.1683 7.6769 5.7424  -0.072
C: 0.5712 7.1061 4.5489  -0.319
O: 0.3157 5.7415 4.5451  -0.183
C: 0.9664 4.9387 3.5181  -0.232
C: 0.5675 3.4778 3.6542  -0.065
H: 0.2104 8.6700 5.9255  0.063
H: -1.2350 7.7252 5.5283  0.077
H: 0.0866 7.1363 6.6577  0.082
H: 0.2994 7.5192 3.5619  0.118
H: 1.6916 7.2106 4.6633  0.126
H: 0.7419 5.2298 2.4637  0.100
H: 2.0501 5.1613 3.6406  0.121
H: -0.3936 3.2973 4.0603  0.070
H: 1.2575 2.9269 4.2516  0.067
H: 0.5600 2.9142 2.7461  0.031
C: 1.2769 2.2129 -4.3055  -0.073
C: 0.1399 1.2211 -4.2067  -0.235
O: -0.7937 1.5943 -3.1584  -0.194
C: -1.7431 2.5787 -3.4378  -0.249
C: -2.9638 1.9618 -4.2598  -0.033
H: 1.8849 1.9951 -5.1792  0.080
H: 1.0082 3.2423 -4.3492  0.062
H: 1.8613 2.1048 -3.4024  0.052
H: -0.3262 1.1347 -5.1853  0.107
H: 0.5726 0.2455 -3.9235  0.119
H: -2.0638 2.9026 -2.4730  0.077
H: -1.2504 3.4069 -3.9866  0.118
H: -2.6902 1.8117 -5.2782  0.048
H: -3.8044 2.6518 -4.2581  0.074
H: -3.1646 1.0241 -3.7828  0.049
C: -2.7965 1.1606 -0.4966  -0.051
C: -1.9105 2.2240 0.0838  -0.296
O: -2.5556 3.4709 0.1475  -0.140
C: -1.7876 4.4430 0.8294  -0.285
C: -1.9364 5.7842 0.1442  -0.076
H: -3.1852 1.4409 -1.4842  0.066
H: -2.2378 0.1956 -0.5629  0.085
H: -3.6697 0.8927 0.0726  0.062
H: -1.5856 1.8365 1.0478  0.102
H: -0.9758 2.2724 -0.5729  0.116
H: -2.1706 4.4857 1.8485  0.124
H: -0.6874 4.1747 0.7700  0.115
H: -1.2905 6.6224 0.5357  0.089
H: -2.9743 6.0201 0.2284  0.059
H: -1.7212 5.7172 -0.9451  0.082
C: 2.2211 -6.4437 -1.5614  -0.075
C: 3.2407 -5.3292 -1.7189  -0.220
O: 2.4803 -4.0594 -1.5285  -0.212
C: 3.3131 -2.8519 -1.3354  -0.263
C: 4.0909 -2.4982 -2.5243  -0.102
H: 1.6739 -6.3639 -0.6208  0.072
H: 1.5150 -6.4254 -2.3663  0.065
H: 2.6880 -7.3927 -1.6126  0.061
H: 4.0374 -5.4381 -0.8821  0.147
H: 3.5749 -5.2369 -2.7171  0.089
H: 2.5458 -2.0512 -1.2117  0.111
H: 3.9131 -2.9909 -0.4177  0.112
H: 4.5514 -1.5174 -2.3345  0.075
H: 3.4880 -2.3264 -3.4248  0.088
H: 4.9793 -3.1370 -2.6630  0.086
C: -6.2409 -0.2478 2.4133  -0.073
C: -5.1604 -1.2832 2.0873  -0.254
O: -3.9714 -0.9976 2.8761  -0.149
C: -2.9063 -1.8627 2.5592  -0.300
C: -1.8577 -1.8644 3.6886  -0.052
H: -6.6452 -0.4040 3.4230  0.079
H: -5.8291 0.7567 2.3362  0.077
H: -7.1056 -0.4115 1.8400  0.051
H: -5.5265 -2.3016 2.2163  0.113
H: -4.9273 -1.2193 0.9696  0.123
H: -3.2350 -2.8389 2.3274  0.083
H: -2.4317 -1.5107 1.6191  0.098
H: -0.9484 -2.4589 3.4650  0.076
H: -2.4203 -2.2420 4.5204  0.071
H: -1.5679 -0.8294 3.8929  0.071
C: 2.7618 3.4983 -0.0896  -0.054
C: 2.2043 2.1976 -0.5620  -0.308
O: 1.7474 1.5727 0.6085  -0.178
C: 1.0209 0.3248 0.4221  -0.252
C: 0.4451 -0.0151 1.7325  -0.060
H: 2.0071 3.9299 0.5379  0.054
H: 3.6927 3.3075 0.4325  0.076
H: 2.9328 4.2101 -0.9363  0.095
H: 1.3544 2.3455 -1.2002  0.086
H: 2.9476 1.5472 -1.0658  0.125
H: 0.2597 0.5104 -0.3422  0.104
H: 1.6674 -0.4508 0.0690  0.078
H: 1.2108 -0.3325 2.4079  0.066
H: -0.1969 -0.8708 1.6049  0.055
H: -0.1582 0.8137 2.2037  0.089
C: -2.0286 -2.8617 -6.0077  -0.109
C: -1.9113 -4.1052 -5.1629  -0.175
O: -2.6534 -3.9702 -3.9529  -0.214
S: -2.7795 -2.3705 -3.6309  0.678
O: -1.4896 -1.9375 -3.0375  -0.252
O: -4.0743 -2.0553 -3.0181  -0.229
O: -2.8242 -1.9502 -5.1614  -0.210
H: -2.6606 -2.9175 -6.8947  0.132
H: -1.0713 -2.4372 -6.3402  0.136
H: -0.8931 -4.2509 -4.7883  0.133
H: -2.3207 -5.0279 -5.6147  0.147
C: -2.3387 -3.7114 -0.5763  -0.137
C: -0.8106 -3.5531 -0.6394  -0.174
O: -0.3514 -3.8985 0.6672  -0.201
S: -1.2629 -5.1091 1.1900  0.602
O: -1.4424 -5.0364 2.5906  -0.218
O: -0.8430 -6.3762 0.6308  -0.239
O: -2.6305 -4.6541 0.4952  -0.186
H: -2.6992 -4.1457 -1.4955  0.101
H: -2.8343 -2.7555 -0.3678  0.117
H: -0.4821 -2.5027 -0.7600  0.127
H: -0.2337 -4.1330 -1.3140  0.105

Properties
- HOMO energy (eV) = -9.432
- SMILES = O=S1(=O)OCCO1.O=S1(=O)OCCO1.CCOCC.CCOCC.CCOCC.CCOCC.CCOCC.CCOCC.CCOCC
- LUMO (eV) = 0.039
- orbital gap (Ha) = 0.3481

---

(4)
Here is a structure of composition C5H6O2 at a distorted geometry from the OMol25 dataset. Energies are from ωB97M-V/def2-TZVPD.

Last column: Löwdin charge in e.
Atoms and positions in Å:
O: -0.5240 -0.6615 1.0712  -0.087
C: -1.0585 -0.7042 -0.2523  -0.124
C: -0.0226 0.3350 -0.7066  -0.153
C: -0.5400 1.7474 -0.5617  -0.208
O: -1.7043 2.0178 -0.4087  0.077
C: 0.6995 -0.1898 0.5058  -0.324
C: 1.7163 -0.8675 0.9949  0.092
H: 0.9533 -1.5110 1.5514  0.120
H: -0.8996 -1.6922 -0.7078  0.134
H: -2.0973 -0.4002 -0.2458  0.120
H: 0.4813 0.2003 -1.6633  0.150
H: 0.2358 2.5361 -0.6112  0.130
H: 2.7841 -0.8357 0.7510  0.072

Properties
- HOMO energy (eV) = -9.301
- LUMO (eV) = 0.728
- orbital gap (Ha) = 0.3686
- relative energy (zero: lowest compared OMol25 entry of this formula, charge and spin) (kJ/mol) = 346.5

---

(5)
Here is the molecule C15H22O8 at a distorted geometry from the OMol25 dataset. Energies are from ωB97M-V/def2-TZVPD.

Last column: Löwdin charge in e.
Atoms and positions in Å:
O: 0.4333 0.6415 6.4665  0.044
O: 2.0386 0.3621 1.6204  0.145
O: -0.8762 1.0849 4.5304  0.004
O: -2.0987 -1.5034 0.4452  -0.004
O: -0.1522 1.1886 -3.1932  -0.123
O: 1.4824 -2.0782 -2.6491  -0.141
O: -0.9921 -0.4383 -1.7388  -0.027
O: 1.7452 -0.2527 -1.0072  -0.022
C: -0.6416 0.9455 5.8611  -0.446
C: 0.8899 0.1064 1.3291  -0.363
C: -0.1321 0.3561 2.2426  -0.057
C: -1.5006 0.3175 1.8018  0.137
C: -1.4561 1.9072 -3.0338  0.001
C: 2.7124 -2.6579 -2.1376  -0.064
C: -1.7236 1.2305 6.8494  0.007
C: 0.2329 0.8647 3.6762  -0.096
C: -0.5676 -0.9699 -4.1299  0.041
C: 2.4680 0.1277 -3.2428  0.009
C: -1.8298 -0.1763 0.4180  -0.368
C: -0.6534 0.0995 -0.5330  -0.240
C: 0.7241 -0.4882 -0.0101  -0.126
C: -0.0979 -0.1686 -2.7919  -0.395
C: 1.4322 -0.6176 -2.3816  -0.368
H: -1.9367 -1.8508 -0.5137  0.166
H: -2.3333 0.5643 2.4425  0.117
H: -2.0233 1.6315 -3.8720  0.057
H: -1.8593 1.5560 -2.0914  0.066
H: -1.4557 3.0750 -3.0598  0.128
H: 2.5932 -3.6366 -1.7736  0.061
H: 3.4481 -2.6186 -3.0598  0.124
H: 3.0812 -2.0172 -1.3203  0.092
H: -1.4371 1.5828 7.7695  0.055
H: -2.2699 2.0323 6.3738  0.081
H: -2.4212 0.3854 7.0274  0.108
H: 0.7673 1.8424 3.6390  0.158
H: 0.8896 0.0617 4.0553  0.142
H: 0.0669 -0.6163 -4.9462  0.082
H: -1.5986 -0.6478 -4.3350  0.074
H: -0.7026 -2.0670 -4.0116  0.091
H: 3.5753 -0.1736 -3.0834  0.114
H: 2.4671 1.1984 -3.0026  0.088
H: 2.2028 -0.0712 -4.3420  0.113
H: -2.8110 0.3024 0.0539  0.174
H: -0.4587 1.1691 -0.4893  0.172
H: 0.7790 -1.5830 0.1474  0.188

Properties
- HOMO energy (eV) = -9.688
- SMILES = CO[C@]1(C)O[C@H]2[C@@H](O)C=C(COC(C)=O)C(=O)[C@@H]2O[C@@]1(C)OC
- LUMO (eV) = -0.471
- orbital gap (Ha) = 0.3387

---

(6)
Here is a cluster of 3 separate species, C3H13NO2 in total at a distorted geometry from the OMol25 dataset. Energies are from ωB97M-V/def2-TZVPD.

Last column: Löwdin charge in e.
Atoms and positions in Å:
C: -0.5925 -1.4717 -1.0247  -0.079
C: 0.6482 -0.6665 -0.6621  -0.496
C: 1.4890 -0.2804 -1.8807  -0.085
N: 0.3141 0.5888 0.0869  0.022
H: -0.3396 -2.2166 -1.7693  0.068
H: -0.9865 -2.0345 -0.1865  0.073
H: -1.3439 -0.7940 -1.4304  0.072
H: 1.3225 -1.2102 0.0065  0.123
H: 2.3003 0.3569 -1.5431  0.075
H: 1.9061 -1.1683 -2.3392  0.071
H: 0.8737 0.1829 -2.6438  0.074
H: -0.4576 0.3930 0.7056  0.046
H: 0.1327 1.3333 -0.5673  0.058
H: -3.0140 0.5191 0.1833  0.022
H: -4.1868 0.3802 1.1752  0.035
O: -3.2405 0.2430 1.0779  -0.063
H: 2.0193 1.6171 4.2614  0.032
H: 1.4160 1.8979 2.8750  0.019
O: 1.7396 2.3301 3.6753  -0.068

Properties
- HOMO energy (eV) = -9.362
- SMILES = CC(C)N.O.O
- LUMO (eV) = 0.693
- orbital gap (Ha) = 0.3695
- relative energy (zero: lowest compared OMol25 entry of this formula, charge and spin) (kJ/mol) = 54.4